Entry one
{"formula": "C5H8OS2", "method": "ωB97M-V with the def2-TZVPD basis set", "symbols": ["C", "C", "C", "C", "C", "O", "S", "S", "H", "H", "H", "H", "H", "H", "H", "H"], "xyz": [[1.3296, -0.5721, -0.4077], [1.0302, -0.2143, 1.0947], [0.0052, -0.2325, -1.1294], [-0.0479, 0.9035, 1.0750], [-0.8772, 0.5082, -0.1193], [-2.7827, -1.1325, -1.3938], [-2.0098, 1.7828, -0.7787], [-2.6205, -0.1297, -0.1852], [2.1241, -0.0040, -0.7518], [1.6647, -1.6287, -0.4601], [0.6037, -1.1559, 1.5809], [1.9035, -0.0216, 1.6520], [0.1968, 0.3615, -1.8812], [-0.5410, -1.1805, -1.3133], [-0.4390, 0.9360, 2.1554], [0.4602, 1.7799, 0.8625]], "orbital_gap_ev": 9.693, "multiplicity": 1, "lumo_energy_ha": 0.000}

Entry two
{"formula": "C5H8OS2", "method": "ωB97M-V with the def2-TZVPD basis set", "symbols": ["C", "C", "C", "C", "C", "H", "H", "H", "H", "H", "H", "H", "H", "O", "S", "S"], "xyz": [[-0.5556, 1.5902, -1.9315], [0.3123, 1.0403, -0.7109], [0.2196, -1.2340, 0.3135], [0.9494, -0.6227, 1.5333], [-0.5641, 0.8852, 0.7006], [-1.5365, 1.0501, -2.2357], [-0.6315, 2.7339, -1.8579], [0.2529, 1.2612, -2.9172], [0.9795, 1.9478, -0.4416], [0.2699, -2.1819, 0.4028], [1.9624, -0.7438, 1.2537], [0.6558, -1.1369, 2.4421], [-1.0780, 1.8479, 1.0847], [0.3632, 0.6825, 1.8558], [0.9915, -0.5881, -1.1484], [-1.3633, -0.6739, 0.3979]], "orbital_gap_ev": 9.355, "multiplicity": 1, "lumo_energy_ha": 0.024}

Entry three
{"formula": "C5H8OS2", "method": "ωB97M-V with the def2-TZVPD basis set", "symbols": ["C", "C", "C", "C", "C", "H", "H", "H", "H", "H", "H", "H", "H", "O", "S", "S"], "xyz": [[-0.1174, 2.0265, 0.8319], [1.4098, 1.6285, 0.8990], [0.5555, -0.4553, -0.4277], [1.1860, -0.9108, -1.5664], [-1.0033, -0.5679, -0.2308], [-0.6446, 1.9546, -0.1246], [-0.6247, 1.2904, 1.5559], [-0.2499, 3.0659, 1.2024], [1.8467, 2.0318, 1.7380], [1.8713, 1.7834, -0.0925], [2.2818, -1.0941, -1.5650], [0.4884, -1.0272, -2.3492], [-0.4127, -0.5344, 1.4961], [-1.2988, -0.6253, 1.1339], [1.5851, -0.0626, 1.0606], [-1.9820, -0.7370, -1.5586]], "smiles": "C=C(SCC)C(O)=S", "orbital_gap_ev": 8.377, "multiplicity": 1, "lumo_energy_ha": -0.019}

The data favor entry one; the next most stable structure lies 40.4 kJ/mol above it.

Entry one
{"formula": "C2H10N2O3", "method": "ωB97M-V with the def2-TZVPD basis set", "symbols": ["O", "C", "N", "C", "N", "H", "H", "H", "H", "H", "H", "H", "H", "O", "H", "H", "O"], "xyz": [[-0.5982, 2.7642, 1.4398], [-0.8375, 1.8179, 0.7310], [-0.2399, 0.5761, 0.8190], [0.5749, 0.2837, 1.9366], [1.7208, -0.5231, 1.4150], [-1.7172, 1.7242, 0.0533], [-0.1511, 0.1998, -0.1220], [1.0970, 1.1934, 2.2478], [0.0207, -0.0986, 2.7793], [1.5356, -1.4859, 1.2654], [2.5029, -0.2585, 2.0031], [-2.3606, -1.9244, -3.4145], [-3.6358, -2.0474, -4.0180], [-3.2923, -2.0397, -3.1157], [1.9614, 0.3278, -2.0231], [1.7716, -0.1202, -0.5195], [1.6478, -0.3894, -1.4778]], "smiles": "NCNC=O.O.O", "orbital_gap_ev": 10.516, "multiplicity": 1, "lumo_energy_ha": 0.025}

Entry two
{"formula": "C2H10N2O3", "method": "ωB97M-V with the def2-TZVPD basis set", "symbols": ["C", "N", "O", "O", "H", "H", "H", "H", "H", "C", "N", "O", "H", "H", "H", "H", "H"], "xyz": [[-1.9306, -1.0413, 0.5431], [1.2755, 2.1133, 1.2855], [0.4559, 1.0172, 1.0738], [-2.0518, -0.4215, -0.7329], [2.1990, 1.9488, 0.8758], [1.4078, 2.1962, 2.2921], [-2.8773, -1.5586, 0.6914], [-1.0941, -1.7470, 0.5502], [-1.7526, -0.3006, 1.3269], [1.5814, -1.0400, -0.9891], [-0.8954, 0.3603, -1.0214], [2.0393, -0.3926, -0.0441], [-1.2258, 1.1421, -1.5841], [-0.2205, 0.8831, 0.1011], [1.3019, -2.0987, -0.8429], [1.8498, -0.7829, -2.0290], [-0.0626, -0.2780, -1.4963]], "smiles": "C=O.CON.NO", "orbital_gap_ev": [7.194, 7.195], "multiplicity": 1, "lumo_energy_ha": [-0.003, -0.003]}

The data favor entry one; the next most stable structure lies 583.3 kJ/mol above it.

Entry one
{"formula": "C21H27N3O5S", "method": "ωB97M-V with the def2-TZVPD basis set", "symbols": ["O", "C", "N", "H", "C", "C", "C", "C", "C", "C", "H", "H", "H", "H", "H", "H", "H", "H", "H", "H", "H", "C", "N", "C", "O", "C", "N", "S", "O", "O", "C", "C", "C", "C", "C", "C", "H", "H", "H", "H", "H", "H", "H", "H", "C", "C", "C", "C", "C", "O", "H", "H", "H", "H", "H", "H", "H"], "xyz": [[3.1606, 1.9760, 2.2330], [2.1407, 1.3251, 2.3246], [2.0732, -0.0113, 2.3214], [1.1615, -0.4468, 2.3914], [3.2181, -0.8720, 2.1106], [3.0577, -2.1579, 2.9226], [1.9242, -3.0296, 2.3837], [2.1379, -3.3395, 0.9051], [2.2421, -2.0470, 0.1010], [3.3946, -1.1935, 0.6211], [3.4603, -0.2591, 0.0614], [4.3353, -1.7320, 0.4900], [1.3050, -1.4909, 0.1798], [2.4047, -2.2753, -0.9545], [1.3111, -3.9467, 0.5311], [3.0590, -3.9149, 0.7832], [0.9648, -2.5237, 2.5107], [1.8817, -3.9588, 2.9558], [2.8708, -1.9061, 3.9683], [3.9954, -2.7149, 2.8729], [4.0933, -0.3100, 2.4573], [0.7519, 1.9752, 2.4757], [-0.0867, 1.7634, 1.3076], [-0.8172, 0.6395, 1.2372], [-0.7765, -0.2267, 2.1030], [-1.7606, 0.4893, 0.0447], [-2.7691, 1.5231, 0.0755], [-3.3563, 2.0643, -1.3890], [-4.3795, 3.0137, -1.0774], [-2.2151, 2.4789, -2.1501], [-4.0801, 0.6174, -2.1507], [-5.3705, 0.2646, -1.8090], [-5.9238, -0.8797, -2.3597], [-5.1778, -1.6528, -3.2366], [-3.8842, -1.2852, -3.5730], [-3.3279, -0.1400, -3.0259], [-2.3316, 0.1869, -3.2780], [-3.3116, -1.8874, -4.2617], [-5.6104, -2.5444, -3.6652], [-6.9335, -1.1666, -2.1084], [-5.9247, 0.8997, -1.1358], [-3.4865, 1.4038, 0.7718], [-1.2138, 0.6023, -0.8921], [-2.1914, -0.5197, 0.0919], [0.1275, 2.6629, 0.1812], [1.2272, 2.1667, -0.7023], [2.5258, 2.5574, -0.8390], [3.0941, 1.7096, -1.8218], [2.1009, 0.8652, -2.2052], [0.9671, 1.1289, -1.5332], [2.0734, 0.0628, -2.9153], [4.1010, 1.7300, -2.1844], [3.0218, 3.3346, -0.2963], [-0.7932, 2.7709, -0.3952], [0.4118, 3.6389, 0.5768], [0.2467, 1.5347, 3.3393], [0.8811, 3.0470, 2.6303]], "smiles": "O=C(CN(Cc1ccco1)C(=O)CNS(=O)(=O)c1ccccc1)NC1CCCCC1", "orbital_gap_ev": 9.105, "multiplicity": 1, "lumo_energy_ha": 0.015}

Entry two
{"formula": "C21H27N3O5S", "method": "ωB97M-V with the def2-TZVPD basis set", "symbols": ["C", "H", "O", "C", "C", "C", "C", "C", "C", "O", "C", "C", "H", "H", "H", "C", "O", "N", "C", "C", "C", "C", "C", "C", "H", "H", "S", "O", "O", "N", "C", "C", "N", "C", "H", "H", "H", "C", "C", "H", "H", "H", "H", "H", "H", "H", "H", "H", "H", "H", "H", "H", "H", "H", "H", "H", "H"], "xyz": [[2.4468, -1.3535, -5.9610], [2.8022, -0.6623, -6.7319], [1.2678, -0.8886, -5.3522], [1.3010, 0.3170, -4.7163], [2.4235, 1.1129, -4.5636], [2.3422, 2.3184, -3.8795], [1.1440, 2.7304, -3.3387], [0.0076, 1.9452, -3.4834], [0.0717, 0.7500, -4.1755], [-0.9845, -0.1010, -4.3813], [-2.2804, 0.3286, -4.0170], [-3.2753, -0.6539, -4.6351], [-4.2875, -0.3645, -4.3683], [-3.1696, -0.6486, -5.7164], [-3.0800, -1.6598, -4.2716], [-2.4885, 0.3287, -2.4936], [-3.2881, 1.0576, -1.9529], [-1.7069, -0.6003, -1.8842], [-1.6177, -0.9311, -0.5358], [-2.4711, -0.3878, 0.4243], [-2.3414, -0.7683, 1.7474], [-1.3708, -1.6820, 2.1110], [-0.5176, -2.2261, 1.1691], [-0.6418, -1.8552, -0.1551], [0.0132, -2.2790, -0.9027], [0.2171, -2.9484, 1.4872], [-1.1555, -2.1086, 3.8364], [-0.4736, -3.3664, 3.9201], [-2.4035, -1.9454, 4.5198], [-0.1168, -0.9516, 4.4327], [-0.6367, 0.3909, 4.5168], [0.2682, 1.2109, 5.4321], [1.6232, 1.2057, 4.9078], [2.4982, 2.0613, 5.6797], [3.4872, 2.0611, 5.2242], [2.1070, 3.0773, 5.6618], [2.5937, 1.7396, 6.7282], [2.1241, -0.1563, 4.8434], [1.2318, -0.9859, 3.9242], [1.5471, -2.0291, 3.9106], [1.2781, -0.5710, 2.9048], [3.1401, -0.1351, 4.4429], [2.1454, -0.6270, 5.8417], [-0.0878, 2.2429, 5.4664], [0.2274, 0.7867, 6.4503], [-1.6457, 0.3236, 4.9231], [-0.6675, 0.8633, 3.5224], [-3.0026, -0.3806, 2.5056], [-3.2247, 0.3214, 0.1252], [-1.0725, -1.0954, -2.5032], [-2.4809, 1.3400, -4.3953], [-0.9209, 2.2775, -3.0465], [1.0776, 3.6620, -2.7991], [3.2273, 2.9262, -3.7726], [3.3710, 0.8051, -4.9757], [2.1826, -2.3030, -6.4239], [3.2424, -1.5187, -5.2268]], "smiles": "COc1ccccc1O[C@@H](C)C(=O)Nc1ccc(S(=O)(=O)N2CCN(C)CC2)cc1", "orbital_gap_ev": 9.073, "multiplicity": 1, "lumo_energy_ha": 0.019}

The data favor entry one; the next most stable structure lies 94.5 kJ/mol above it.

Entry one
{"formula": "C6H8N2O2S", "method": "ωB97M-V with the def2-TZVPD basis set", "symbols": ["C", "C", "C", "C", "C", "C", "H", "H", "H", "H", "H", "H", "H", "H", "N", "N", "O", "O", "S"], "xyz": [[-3.4161, -0.2180, 0.7242], [-2.6390, -0.2998, -0.5121], [-0.4320, 0.5148, -0.2639], [1.0073, 0.0974, -0.1369], [1.3762, -1.2598, -0.1781], [3.0787, 0.4744, 0.0415], [-2.9559, 0.4273, 1.4030], [-4.6466, -0.2342, 0.6635], [-3.1147, -1.3550, 1.4128], [-2.9637, -1.0497, -1.1904], [-2.6190, 0.6774, -1.2541], [0.8805, -2.1446, -0.2531], [5.1113, 0.4908, -0.2315], [4.1348, 2.1116, 0.1455], [4.2875, 1.0745, 0.2142], [1.9877, 1.0364, -0.0202], [-1.3095, -0.5949, -0.2881], [-0.8626, 1.5894, -0.2568], [3.0950, -1.3379, -0.0196]], "orbital_gap_ev": 8.983, "multiplicity": 1, "lumo_energy_ha": 0.016}

Entry two
{"formula": "C6H8N2O2S", "method": "ωB97M-V with the def2-TZVPD basis set", "symbols": ["C", "C", "C", "C", "C", "C", "N", "N", "O", "O", "S", "H", "H", "H", "H", "H", "H", "H", "H"], "xyz": [[-0.0037, 1.9926, 1.6701], [-0.7536, 1.0168, 0.9989], [1.3144, 2.2626, 1.2834], [-0.1672, 0.3293, -0.0562], [1.7777, 1.6643, 0.1165], [-2.0651, -2.0061, -0.8023], [1.5409, 0.0983, -1.5502], [1.0772, 0.6780, -0.5822], [-1.1851, -4.1775, -1.9104], [-0.3689, -3.6899, 0.4086], [-1.0570, -3.3039, -0.7996], [-0.4508, 2.5700, 2.5034], [-1.7991, 0.7369, 1.2882], [1.9103, 2.9831, 1.7315], [-0.5960, -0.3883, -0.6701], [2.6938, 2.0044, -0.3625], [-2.0049, -1.5590, 0.1139], [2.4460, 0.3815, -1.7203], [-2.3089, -1.5932, -1.6608]], "orbital_gap_ev": [7.231, 7.233], "multiplicity": 1, "lumo_energy_ha": [-0.014, -0.014]}

The data favor entry one; the next most stable structure lies 328.9 kJ/mol above it.

Entry one
{"formula": "CH3Cl2NO", "method": "ωB97M-V with the def2-TZVPD basis set", "symbols": ["C", "N", "O", "Cl", "Cl", "H", "H", "H"], "xyz": [[0.2103, 0.1800, -0.0611], [-0.9023, -0.0517, 0.7785], [-0.1909, -0.0518, -1.3941], [0.9684, 1.6256, 0.4508], [1.7318, -1.0953, 0.1541], [-0.6311, -0.1279, 1.6786], [-1.2917, -1.0024, 0.4364], [0.1055, 0.5235, -2.0433]], "smiles": "NC(O)(Cl)Cl", "orbital_gap_ev": 11.056, "multiplicity": 1, "lumo_energy_ha": 0.023}

Entry two
{"formula": "CH3Cl2NO", "method": "ωB97M-V with the def2-TZVPD basis set", "symbols": ["C", "N", "O", "Cl", "Cl", "H", "H", "H"], "xyz": [[0.8050, 0.3372, -0.7244], [-0.2832, 0.2906, -1.2704], [-0.9910, -0.0485, 1.1554], [1.6630, -1.1306, -0.3687], [1.6167, 1.7461, -0.1886], [-0.6951, -0.7693, 0.6727], [-0.8479, -0.4818, -1.2750], [-1.2674, 0.0564, 1.9991]], "smiles": "N=C(Cl)Cl.O", "orbital_gap_ev": 10.996, "multiplicity": 1, "lumo_energy_ha": 0.022}

The data favor entry one; the next most stable structure lies 99.9 kJ/mol above it.

Entry one
{"formula": "C6H7NO2", "method": "ωB97M-V with the def2-TZVPD basis set", "symbols": ["C", "C", "C", "C", "C", "C", "H", "H", "H", "H", "H", "H", "H", "N", "O", "O"], "xyz": [[-1.6550, 1.3398, 0.2078], [-0.4979, 1.7660, -0.6188], [0.6440, -0.3180, 0.0600], [1.1749, -0.7256, 1.1788], [0.7547, -2.1272, 1.3875], [0.0245, -2.4907, 0.2841], [-2.2978, 0.6807, -0.2716], [-2.2647, 2.3706, 0.4658], [-1.4124, 0.7568, 1.3936], [1.2318, 1.0576, -1.3869], [1.7751, -0.1599, 1.8474], [0.8585, -2.7986, 2.4172], [-0.5995, -3.3355, -0.0633], [0.5994, 0.8608, -0.6158], [-0.4014, 2.7306, -1.3269], [-0.1184, -1.3885, -0.5591]], "orbital_gap_ev": 10.030, "multiplicity": 1, "lumo_energy_ha": 0.031}

Entry two
{"formula": "C6H7NO2", "method": "ωB97M-V with the def2-TZVPD basis set", "symbols": ["C", "C", "O", "C", "C", "C", "C", "N", "H", "H", "H", "H", "H", "O", "H", "H"], "xyz": [[-3.4752, -0.8556, 0.4785], [-2.5203, 0.2804, 0.6967], [-2.8725, 1.4291, 0.8794], [-1.0987, -0.0551, 0.6770], [0.0819, -0.3243, 0.6681], [1.4973, -0.6979, 0.6582], [2.4091, 0.4391, 0.4518], [3.1243, 1.3430, 0.3646], [-3.3426, -1.6032, 1.2776], [-4.5073, -0.4866, 0.4753], [-3.2468, -1.3558, -0.4766], [1.7552, -1.1831, 1.6124], [1.6635, -1.4461, -0.1319], [3.7262, 1.5771, -2.8624], [2.9757, 0.9791, -2.7910], [3.8301, 1.9600, -1.9775]], "smiles": "CC(=O)C#CCC#N.O", "orbital_gap_ev": 10.657, "multiplicity": 1, "lumo_energy_ha": 0.001}

The data favor entry one; the next most stable structure lies 44.8 kJ/mol above it.